1.
The following is a DFT calculation (wB97M-V/def2-TZVPD) of a molecular structure, C8H9NO4PS.

The geometry in XYZ format:
```
24
Properties=species:S:1:pos:R:3:forces:R:3:lowdin_charge:R:1
C 0.8385 0.0936 2.5615 0.8656 1.6900 0.2816 -0.115
C -0.3183 -0.5435 2.9054 -0.7598 -0.4647 1.8057 -0.060
C 1.1647 0.1853 1.2032 3.3232 1.2319 -0.2684 -0.151
C -1.1151 -1.2010 2.0011 -1.1319 -0.8393 -1.4129 -0.070
C -0.7424 -1.1773 0.6580 0.0353 1.4040 -0.8663 -0.254
C 0.4068 -0.4455 0.2872 -0.2034 -0.7628 -3.5401 -0.188
C -2.5245 -1.7642 2.3023 -0.3632 0.4538 0.9936 -0.632
C 0.0581 1.9408 -2.0214 1.4395 2.5972 2.2951 -0.234
N 0.5332 -1.7287 -2.3837 1.9032 -3.3341 -0.0001 -0.125
O -3.2169 -2.1593 1.3211 0.2489 -0.3656 -0.2634 -0.040
O -2.9194 -1.7011 3.4716 0.3877 -0.0086 0.3157 -0.028
O -1.5651 -1.5821 -0.3372 3.3792 0.8587 -1.6011 0.034
O -0.0827 0.6534 -2.3807 -1.1001 -3.0877 0.0611 -0.311
P 0.9638 -0.3277 -1.6637 -0.0935 -0.0840 3.0226 0.295
S 2.8252 0.2520 -1.8659 -0.4663 -0.5079 0.0409 0.228
H 1.3526 0.7052 3.3380 -0.1372 -0.7093 -0.7847 0.103
H -0.6895 -0.5355 3.9482 0.2905 -0.0068 -0.6525 0.125
H 2.1356 0.6987 0.7286 -2.1416 -0.9017 1.6050 0.097
H -0.3160 2.5365 -2.7800 -0.9056 1.3120 -1.4807 0.061
H 1.1321 2.0623 -1.9805 0.4107 1.1580 0.0885 0.003
H -0.3269 2.3276 -1.0292 -0.1119 -1.0924 -0.8169 0.116
H -0.3572 -2.0844 -2.0467 -0.2515 0.2632 0.1016 0.035
H 1.2584 -2.5389 -2.2145 -1.7089 2.4020 -0.5129 0.117
H -2.2919 -1.9785 0.1082 -2.9090 -1.2057 1.5885 -0.006
```
Forces are in eV/Å.

The value obtained for the total energy is -38249.472 eV. As for the spin multiplicity: 1. As for the net charge: -1. As for the lowest unoccupied orbital energy: 2.9 eV. As for the frontier orbital gap: 8.2 eV.


2.
The following is a DFT calculation (wB97M-V/def2-TZVPD) of 2 unconnected molecules or ions with the total composition C3H6BrI.

The geometry in XYZ format:
```
11
Properties=species:S:1:pos:R:3:forces:R:3:lowdin_charge:R:1
C 0.0491 -0.1908 -1.1134 -1.1696 3.7829 1.1543 -0.107
C -0.1859 -0.7753 0.0542 0.9701 -1.4485 -0.0343 -0.921
C 0.0047 -0.2497 1.4624 -1.1651 1.2817 -1.4612 -0.159
Br -0.5159 -2.6504 -0.0264 -0.1246 -0.5056 0.1400 0.649
H -0.0428 1.0135 -0.9836 0.8505 -2.8469 -0.7945 0.120
H 0.0035 -0.6310 -2.1073 -0.0340 0.0422 0.4518 0.054
H 0.3540 0.7721 1.1677 -0.7688 -0.1875 1.2435 0.081
H 0.8463 -0.6857 1.9674 0.2193 -0.6421 0.1170 0.063
H -0.9466 -0.3538 2.0845 1.3743 0.5225 -0.8282 0.084
I -3.6763 -0.0021 -0.0370 -0.2859 2.1826 -1.0137 0.350
H -3.7800 1.6071 -0.7789 0.1339 -2.1813 1.0255 -0.215
```
Forces are in eV/Å.

The value obtained for the total energy is -81349.789 eV. As for the spin multiplicity: 1. The energy above the lowest of the compared OMol25 structures with the same formula, charge and spin is 41.2 kcal/mol. As for the lowest unoccupied orbital energy: 0.0 eV. Its structure (SMILES) is C=C(C)Br.I. As for the frontier orbital gap: 9.3 eV.


Question: Number 2 is which compound?
Answer: C3H6BrI